# 1
C5H8Br2N2 | ωB97M-V/def2-TZVPD

Structure (XYZ):
```
17
C5H8Br2N2 (ωB97M-V/def2-TZVPD)
H 1.1409 -1.8034 -2.8577
H -1.9814 1.0743 1.3816
Br -3.8754 -0.4919 0.0366
H 1.4386 1.2224 1.9552
H 0.2574 0.3955 -2.0648
H 2.3203 -1.4147 -1.7492
H 0.5623 -0.2161 2.3932
H 1.0262 -2.3672 -1.2072
C 0.4861 0.8166 2.0658
C -2.0747 -0.3021 -0.1511
C 0.5062 -0.3620 -1.3862
C 1.2974 -1.6078 -1.8402
H -0.2097 1.3833 2.6821
Br 0.0423 2.5926 -0.4872
N 0.6131 -0.1692 -0.1388
N -1.4555 0.5305 0.6918
C -0.0942 0.7190 0.6762
```

The calculation puts the energy above the lowest of the compared OMol25 structures with the same formula, charge and spin at 315.9 kJ/mol. The value obtained for the largest force on an atom is 4.21 eV/Å. As for the total energy: -5452.74599 a.u.

Per-atom Löwdin charges, elementary charge units:
1. H 0.055
2. H 0.128
3. Br 0.702
4. H 0.060
5. H 0.060
6. H 0.064
7. H 0.096
8. H 0.050
9. C -0.039
10. C -0.606
11. C -0.176
12. C -0.022
13. H 0.087
14. Br 0.434
15. N 0.015
16. N -0.143
17. C -0.765

# 2
HNO2S2 | ωB97M-V/def2-TZVPD

Structure (XYZ):
```
6
HNO2S2 (ωB97M-V/def2-TZVPD)
O 2.6644 -0.1048 0.5007
O 0.6774 0.4021 -0.7944
S -1.1399 -1.2772 1.4690
N 0.2270 -1.8681 1.2219
S 1.6505 -0.8063 -0.2970
H -0.1517 0.1397 -1.0878
```

The calculation puts the energy above the lowest of the compared OMol25 structures with the same formula, charge and spin at 113.1 kJ/mol. The value obtained for the largest force on an atom is 3.13 eV/Å. As for the total energy: -1002.08580 a.u.

Per-atom Löwdin charges, elementary charge units:
1. O -0.482
2. O -0.326
3. S 0.594
4. N -0.666
5. S 0.886
6. H -0.006